{
  "formula": "C14H13ClIrNO3S",
  "method": "ωB97M-V/def2-TZVPD",
  "de_lowest_ev": 0.000,
  "orbital_gap_ev": 7.47,
  "fmax_ev_per_a": 0.686,
  "total_charge": 0,
  "energy_ev": -48557.039,
  "elements": ["Ir", "C", "C", "O", "C", "C", "C", "C", "C", "C", "O", "H", "H", "H", "H", "H", "H", "H", "O", "N", "C", "C", "C", "C", "C", "S", "H", "H", "H", "H", "Cl", "C", "H", "H"],
  "coordinates": [[0.13684, 0.93730, -0.12141], [-0.69768, 0.53898, 4.06120], [-0.60274, 0.10219, 2.62117], [0.13036, 0.85249, 1.92363], [-1.26992, -1.08163, 2.16819], [-2.10576, -1.76804, 3.09535], [-2.77936, -2.90763, 2.77862], [-2.64494, -3.43204, 1.47344], [-1.84781, -2.82745, 0.55244], [-1.10387, -1.63880, 0.84677], [-0.34968, -1.17892, -0.07166], [-0.15952, 1.47593, 4.16988], [-0.26467, -0.20932, 4.72557], [-1.73647, 0.68527, 4.35511], [-2.20884, -1.37139, 4.09517], [-3.40579, -3.40141, 3.50798], [-3.18700, -4.33023, 1.20158], [-1.73629, -3.22325, -0.44825], [0.04996, 1.03609, -2.14756], [1.25186, 0.95326, -2.76090], [1.20616, 0.91303, -4.11065], [2.35100, 0.84318, -4.84794], [3.57966, 0.81376, -4.17531], [3.60265, 0.85537, -2.80838], [2.41033, 0.92650, -2.06592], [2.37235, 0.98464, -0.34686], [0.20436, 0.93845, -4.51084], [2.28857, 0.81084, -5.92487], [4.50445, 0.75294, -4.73248], [4.53171, 0.83015, -2.25675], [-2.01629, 2.29102, 0.03583], [-0.27731, 2.88595, -0.08471], [-0.04963, 3.47484, 0.80075], [-0.17669, 3.46795, -0.99817]],
  "atomic_forces_ev_per_a": [[-0.66, 0.08, 0.15], [0.01, -0.04, 0.02], [0.26, -0.21, -0.02], [-0.28, 0.21, -0.10], [-0.06, 0.07, -0.07], [-0.02, -0.02, 0.00], [0.02, 0.02, 0.01], [-0.01, -0.01, -0.02], [0.07, -0.04, 0.02], [0.00, -0.04, 0.16], [0.29, 0.27, -0.20], [0.02, -0.01, 0.00], [-0.01, -0.01, 0.00], [0.00, 0.03, -0.01], [-0.02, 0.01, 0.00], [0.00, 0.01, 0.00], [0.00, 0.00, -0.01], [0.01, 0.00, 0.00], [0.23, -0.17, 0.10], [-0.03, 0.05, 0.08], [0.02, -0.01, -0.01], [-0.04, 0.01, -0.01], [0.03, 0.00, -0.01], [0.02, 0.02, 0.01], [-0.14, 0.00, 0.01], [0.15, -0.27, -0.14], [0.01, 0.00, -0.01], [0.00, -0.01, 0.00], [0.00, 0.00, 0.01], [0.00, 0.00, 0.01], [-0.01, 0.11, 0.01], [0.43, 0.01, -0.03], [-0.13, -0.04, 0.06], [-0.15, -0.02, -0.03]]
}